The following is a DFT calculation (the ωB97M-V functional and the def2-TZVPD basis) of a structure of composition C9H14AgN2O4S2 in a non-equilibrium geometry.

For the highest occupied orbital energy (alpha / beta), the calculation gives -7.766 / -7.765 eV. As for the LUMO energy (alpha / beta): -3.437 / -3.437 eV. The largest force on an atom is 0.0818 hartree/bohr. The spin multiplicity is 2. Its HOMO-LUMO gap (alpha / beta) is 4.329 / 4.328 eV. The total energy is -1704.867879 a.u. The calculation puts the molar mass at 386.22 g/mol.

XYZ file:
```
32
Properties=species:S:1:pos:R:3:forces:R:3
C 1.8104 1.8700 1.2969 2.2 -0.3 -1.6
C 1.4880 1.4034 -0.1823 -0.1 0.7 0.9
N 1.0830 2.3054 -0.9981 0.2 -0.8 0.2
C 1.7196 -0.0655 -0.5336 0.8 0.0 -0.4
C 0.3778 -0.9015 -0.4298 0.5 1.0 0.2
C -0.6687 -0.1754 -1.3438 0.0 0.6 -0.3
C -1.6117 0.8422 -0.6045 -0.8 0.2 -0.8
C -3.0691 0.3046 -0.3088 0.3 0.8 0.0
S -3.6646 0.9337 1.3433 -0.2 -0.1 0.0
C -0.0017 -0.9723 1.0899 1.1 0.1 4.0
O -1.1428 -1.2170 1.5043 -0.8 0.0 -2.0
O 0.9496 -0.8045 1.9619 -0.4 0.3 -2.6
N 0.6942 -2.2688 -0.9290 0.0 -1.3 0.5
S -0.7279 -3.3189 -0.8590 -0.3 -0.4 0.2
C 1.6652 -2.9613 -0.1231 -0.2 -0.7 1.2
O 2.8514 -2.9074 -0.2836 0.4 0.4 -0.2
O 1.2614 -3.7957 0.8630 -0.2 1.0 -1.7
H 0.8794 2.2490 1.8258 2.8 -3.0 0.9
H 2.3523 1.0825 1.8687 -1.2 0.5 0.1
H 2.5294 2.7275 1.1763 -0.7 -0.5 0.2
H 1.0150 3.2080 -0.5026 0.1 0.0 -0.3
H 2.1547 -0.1726 -1.5635 -0.7 0.3 0.7
H 2.5102 -0.4434 0.1553 -0.9 0.1 -0.4
H -1.3111 -0.8462 -1.9579 0.5 0.1 0.7
H -0.0781 0.4268 -2.0836 -0.5 -0.6 0.6
H -1.7481 1.7224 -1.2905 0.3 -0.7 0.6
H -1.1849 1.2623 0.3435 -0.1 -0.7 -0.6
H -3.8110 0.7207 -1.0385 0.8 -0.3 0.5
H -3.1444 -0.8031 -0.3756 0.3 0.8 0.7
H -2.7144 1.8292 1.7906 -0.2 -0.7 -0.7
H -0.2079 -4.4654 -1.4260 0.0 1.1 0.1
Ag -0.2553 3.2312 1.6144 -3.1 2.0 -0.6
```
Positions in Å, forces in eV/Å.

=====

The following is a DFT calculation (the ωB97M-V functional and the def2-TZVPD basis) of a structure of composition C3H2HgLiO2 in a non-equilibrium geometry.

For the highest occupied orbital energy (alpha / beta), the calculation gives -6.935 / -6.868 eV. As for the energy relative to the best compared isomer or geometry (same formula, charge and spin): 0.126 eV. As for the LUMO energy (alpha / beta): -0.876 / -1.449 eV. The largest force on an atom is 0.0689 hartree/bohr. The spin multiplicity is 2. Its HOMO-LUMO gap (alpha / beta) is 6.059 / 5.419 eV. The total energy is -426.797442 a.u. The calculation puts the molar mass at 277.58 g/mol.

XYZ file:
```
9
Properties=species:S:1:pos:R:3:forces:R:3
O 0.3164 0.5046 -0.5829 -1.9 1.8 -0.5
C 1.3921 0.2755 0.1554 2.9 -1.2 1.5
C -1.0204 0.4119 -0.0027 2.5 -2.0 -1.4
O 2.5151 0.6705 -0.3090 -1.5 -1.0 0.2
C -1.5064 -0.8329 -0.1572 -1.2 1.1 0.7
Li 3.2431 -1.0894 0.6480 -1.1 1.4 -0.4
H -2.5189 -1.0591 0.1887 0.3 0.0 -0.1
H -0.9493 -1.6535 -0.6319 0.0 0.7 0.2
Hg -1.4716 2.7723 0.6917 0.0 -0.8 -0.2
```
Positions in Å, forces in eV/Å.

=====

The following is a DFT calculation (the ωB97M-V functional and the def2-TZVPD basis) of a cluster of 9 separate species, C29H73BFIO11P in total in a non-equilibrium geometry.

For the highest occupied orbital energy, the calculation gives -4.467 eV. The total charge is -1. As for the LUMO energy: 1.993 eV. The largest force on an atom is 0.1109 hartree/bohr. Its HOMO-LUMO gap is 6.460 eV. The total energy is -2739.803102 a.u. The calculation puts the molar mass at 785.58 g/mol.

XYZ file:
```
117
Properties=species:S:1:pos:R:3:forces:R:3
C -0.2931 -2.0857 2.2939 2.8 4.1 -1.0
C 0.3830 -1.0796 1.8298 -2.4 -3.6 0.7
C 1.1573 0.1152 1.1070 -3.0 0.1 -0.5
P 2.8311 0.6221 1.8845 -1.6 -0.6 -1.6
F 1.9264 1.7578 2.8731 0.2 0.2 -0.5
I 5.0110 1.3552 2.9641 1.8 0.6 1.7
C 3.1810 1.9723 0.5627 -0.1 2.1 -0.2
C 2.6522 3.4522 0.9054 0.5 0.8 -1.2
C 1.0976 3.7233 0.5373 0.1 0.6 0.0
C 0.2169 4.2946 1.7727 0.3 0.5 -0.6
C -0.8647 5.3760 1.2283 -0.6 0.0 0.8
C -2.3746 4.8146 1.1285 -0.1 0.3 -0.5
C -2.4974 3.2439 0.7969 -1.2 -0.1 0.9
C -3.9015 2.8986 0.0225 0.7 -0.1 0.6
C -3.7249 1.6784 -1.0330 -0.9 0.3 0.0
C -4.9903 0.6809 -1.0687 0.6 -0.9 -0.5
C -4.9624 -0.4295 0.1227 -0.3 0.2 -0.3
C -6.1219 -0.2087 1.2192 -0.1 -0.2 0.3
C -6.6085 -1.5749 1.9177 0.1 0.1 0.4
C -5.4072 -2.4900 2.5071 -0.1 -0.2 -0.1
C 3.8802 -0.5807 0.8264 1.6 -1.4 -1.5
C 3.1704 -1.8533 0.1967 -0.2 0.6 -0.5
O 4.2129 -2.7390 -0.4041 -1.5 -3.0 1.9
C 3.9303 -4.0926 -0.0019 0.3 -1.5 -4.5
O 3.8887 -4.9914 -0.9119 0.4 3.7 4.3
B 2.6883 -0.6017 3.3891 -0.6 -0.2 2.6
C 3.4206 -2.0434 3.5582 1.1 -0.6 1.1
O 1.9083 -0.1884 4.5715 0.4 -1.5 -1.9
H -0.8321 -2.8793 2.9300 1.3 1.8 -1.6
H 1.1698 0.0297 -0.0548 -0.1 -0.5 2.0
H 0.4621 1.0388 1.2745 1.2 -1.7 -0.1
H 4.3333 2.0975 0.4761 -2.1 -0.6 -0.2
H 2.6998 1.6734 -0.4526 0.9 0.3 1.6
H 3.2500 4.1507 0.1825 -0.9 -1.1 1.1
H 2.9538 3.8439 1.9545 -0.7 -1.1 -1.6
H 1.0492 4.5510 -0.2815 0.2 -1.4 1.3
H 0.6178 2.7950 0.0247 0.8 1.5 1.1
H 0.8933 4.8824 2.5151 -0.9 -1.3 -1.4
H -0.2459 3.4209 2.3513 0.5 1.4 -0.8
H -0.8805 6.2600 1.9876 0.0 -1.4 -1.3
H -0.6011 5.8358 0.2128 -0.1 -1.0 1.7
H -2.9447 5.1050 2.0945 0.8 -0.8 -1.5
H -2.9268 5.3753 0.2727 1.0 -0.7 1.4
H -1.6006 2.7968 0.2409 -1.3 0.9 0.7
H -2.5863 2.7002 1.8217 0.5 0.7 -1.8
H -4.2668 3.8629 -0.5021 0.4 -1.7 0.7
H -4.6650 2.6213 0.8564 1.1 0.4 -1.6
H -2.7800 1.0514 -0.7957 -1.5 1.2 -0.5
H -3.6450 2.1489 -2.0891 0.2 -0.8 1.7
H -4.9026 0.0709 -2.0571 -0.2 1.1 1.6
H -6.0069 1.2173 -1.1263 1.7 -0.7 0.2
H -3.9020 -0.4147 0.5864 -1.8 -0.1 -0.6
H -5.1157 -1.4803 -0.3465 0.3 1.7 0.8
H -7.0552 0.2736 0.7251 1.6 -0.7 0.7
H -5.7550 0.5077 2.0503 -0.6 -1.0 -1.4
H -7.2323 -2.2041 1.1796 1.0 1.0 1.0
H -7.3101 -1.3017 2.8021 1.1 -0.4 -1.6
H -5.4217 -2.4925 3.6549 0.0 0.0 -1.7
H -4.3569 -2.1257 2.1960 -1.8 -0.6 0.3
H -5.5523 -3.5802 2.1377 0.4 1.8 0.7
H 4.8190 -0.9153 1.4252 -1.8 0.3 -1.0
H 4.3321 -0.0085 -0.0842 -0.8 -1.0 1.5
H 2.5597 -2.5198 0.8928 0.7 1.3 -0.6
H 2.4939 -1.5761 -0.7087 1.1 -0.4 1.6
H 3.7408 -4.3603 1.1119 0.3 0.9 -1.7
H 2.9248 -2.9187 3.0085 0.6 1.3 0.6
H 3.4044 -2.3481 4.6822 -0.1 0.6 -2.0
H 4.5552 -2.0261 3.2974 -2.0 0.0 0.2
H 0.9597 -0.0887 4.3472 1.0 0.5 0.0
C 5.8308 -4.7296 5.7737 0.0 0.0 -0.3
O 4.9370 -4.1843 4.8157 0.1 -0.3 0.0
H 5.4651 -4.4913 6.7734 0.0 0.0 -0.1
H 5.8790 -5.8157 5.6555 0.2 -0.1 0.2
H 6.8244 -4.2941 5.6388 0.1 -0.1 0.2
H 5.2835 -4.4090 3.9419 -0.2 0.2 0.2
C 3.5458 -3.9279 9.4152 0.1 0.3 0.0
O 4.9645 -3.9488 9.3671 0.3 0.0 0.1
H 3.1673 -4.8901 9.0680 0.1 0.1 0.0
H 3.2146 -3.7587 10.4431 -0.2 0.0 0.0
H 3.1670 -3.1350 8.7656 -0.2 -0.1 0.0
H 5.2728 -3.0874 9.6784 0.0 -0.3 -0.2
C 2.4080 -2.3158 -3.6282 0.2 0.1 -0.2
O 2.1070 -0.9281 -3.6441 -0.1 0.3 -0.1
H 1.8027 -2.8001 -2.8610 0.1 0.1 0.0
H 2.1747 -2.7530 -4.6031 0.0 -0.2 0.0
H 3.4666 -2.4582 -3.3972 -0.1 -0.3 0.1
H 2.6553 -0.5250 -4.3299 -0.2 0.0 0.3
C -0.0721 7.4571 -2.5133 0.0 0.1 0.0
O -0.7092 7.2520 -1.2606 -0.2 0.3 -0.1
H 0.1175 6.4878 -2.9749 -0.1 0.1 0.1
H -0.7233 8.0471 -3.1640 0.1 0.0 -0.2
H 0.8772 7.9779 -2.3621 0.0 0.0 -0.2
H -0.8655 8.1238 -0.8735 0.0 -0.3 0.0
C 3.5759 -5.2388 -6.0071 0.2 0.0 0.0
O 3.1580 -4.4600 -7.1196 0.0 0.3 -0.5
H 2.6942 -5.6231 -5.4933 0.1 0.1 -0.1
H 4.1863 -6.0760 -6.3543 0.0 -0.1 0.2
H 4.1522 -4.6153 -5.3198 0.0 -0.2 0.1
H 3.9570 -4.1330 -7.5550 -0.2 0.0 0.1
C -0.0363 -3.4193 -8.7986 0.3 -0.1 0.1
O 1.2893 -3.1138 -9.1973 0.2 0.0 -0.1
H -0.7312 -2.8647 -9.4307 0.1 0.0 0.0
H -0.2183 -4.4909 -8.9150 -0.2 0.0 0.1
H -0.1839 -3.1265 -7.7558 -0.2 -0.1 0.0
H 1.8828 -3.6174 -8.6221 -0.1 0.1 0.0
C -7.5643 -1.0778 -3.2771 0.0 0.2 -0.1
O -7.6381 0.2358 -2.7462 -0.2 0.2 -0.1
H -7.5552 -1.7912 -2.4521 0.0 0.2 0.0
H -8.4346 -1.2687 -3.9105 0.1 -0.2 0.0
H -6.6465 -1.1882 -3.8605 0.0 -0.2 0.0
H -7.6444 0.8461 -3.4956 0.0 -0.1 0.3
C -1.8905 4.4142 -3.6456 0.0 -0.1 -0.1
O -0.5040 4.4858 -3.9417 0.2 0.0 -0.2
H -2.0956 5.0294 -2.7682 0.1 0.0 -0.1
H -2.4683 4.7903 -4.4943 -0.2 0.0 0.1
H -2.1685 3.3788 -3.4340 -0.2 0.1 0.1
H -0.3496 3.9340 -4.7199 0.1 0.1 0.3
```
Positions in Å, forces in eV/Å.

=====

The following is a DFT calculation (the ωB97M-V functional and the def2-TZVPD basis) of the molecule C7H12Cl2Si in a non-equilibrium geometry.

For the highest occupied orbital energy (alpha / beta), the calculation gives -8.008 / -7.957 eV. As for the energy relative to the best compared isomer or geometry (same formula, charge and spin): 2.879 eV. As for the LUMO energy (alpha / beta): -0.712 / -0.821 eV. The largest force on an atom is 0.1164 hartree/bohr. Its HOMO-LUMO gap (alpha / beta) is 7.297 / 7.137 eV. The total energy is -1483.638359 a.u. The calculation puts the molar mass at 195.17 g/mol.

XYZ file:
```
22
Properties=species:S:1:pos:R:3:forces:R:3
C -1.3222 -1.5033 0.1188 -0.3 -0.7 2.2
C -0.6235 -1.8175 1.2558 1.9 -0.8 1.7
C -0.6969 -0.5313 -0.7053 -1.4 -0.3 -2.9
C -2.7215 -2.2722 0.1166 2.4 3.1 -4.5
C 2.4602 0.0437 0.1604 -0.9 2.9 -3.4
C -0.0807 1.6173 1.1769 0.2 -3.3 -0.9
C 0.9134 1.7736 -1.8730 -1.8 -2.7 -0.6
Si 0.7042 0.6713 -0.2967 1.1 1.2 -0.1
Cl -3.5233 -2.8059 1.4064 -0.9 -0.6 1.8
Cl -3.6756 -1.8090 -1.3350 0.4 -0.5 1.1
H -1.0049 -2.5236 2.0383 0.3 0.8 -0.9
H 0.4813 -1.5009 1.4638 -2.4 -0.3 -0.6
H -1.1470 -0.3432 -1.7670 0.6 -0.4 2.0
H 3.1153 0.8844 0.3745 -0.2 0.2 0.3
H 2.3260 -0.5374 0.9461 0.1 -2.9 3.7
H 2.9143 -0.4591 -0.6667 0.2 -0.7 -0.5
H 0.1673 2.5937 1.2742 1.0 3.1 0.1
H -1.1304 1.5558 0.8950 -0.3 -0.1 0.8
H 0.2424 1.0960 2.1034 -0.8 0.2 -0.4
H -0.2215 1.8550 -2.0636 1.7 0.0 -0.8
H 1.2881 2.7423 -1.9220 0.6 1.8 0.9
H 1.5350 1.2701 -2.7010 -1.5 0.2 1.0
```
Positions in Å, forces in eV/Å.

=====

The following is a DFT calculation (the ωB97M-V functional and the def2-TZVPD basis) of a structure of composition C4H7NO.

For the highest occupied orbital energy, the calculation gives -8.435 eV. As for the energy relative to the best compared isomer or geometry (same formula, charge and spin): 6.553 eV. As for the LUMO energy: 0.407 eV. The largest force on an atom is 0.0121 hartree/bohr. Its HOMO-LUMO gap is 8.841 eV. The total energy is -286.390815 a.u. The calculation puts the molar mass at 85.11 g/mol.

XYZ file:
```
13
Properties=species:S:1:pos:R:3:forces:R:3
O 2.3904 -0.6990 -0.3706 0.3 -0.2 -0.1
N 1.6743 0.4739 -0.1823 -0.6 0.1 0.1
C 0.4457 0.2207 0.0059 0.2 0.1 0.0
C -0.3098 -1.0711 -0.0566 0.0 0.0 0.0
C -1.7272 -0.4933 -0.2376 0.2 -0.1 0.2
C -0.5776 1.2953 0.1955 0.2 0.1 0.1
H 3.2812 -0.3789 -0.5566 -0.1 -0.1 0.0
H 0.0211 -1.6909 -0.8985 -0.1 0.1 0.1
H -0.1598 -1.6501 0.8651 -0.1 0.1 -0.1
H -1.5217 0.8468 -0.4198 -0.2 0.0 -0.1
H -2.2324 -0.4866 0.7441 0.1 0.1 -0.2
H -0.4027 2.2170 -0.3676 -0.1 -0.1 0.1
H -0.8314 1.5076 1.2350 0.1 -0.1 -0.1
```
Positions in Å, forces in eV/Å.

=====

The following is a DFT calculation (the ωB97M-V functional and the def2-TZVPD basis) of the molecule C2H4FP in a non-equilibrium geometry.

For the highest occupied orbital energy, the calculation gives -9.550 eV. As for the energy relative to the best compared isomer or geometry (same formula, charge and spin): 2.941 eV. As for the LUMO energy: 0.384 eV. The largest force on an atom is 0.1562 hartree/bohr. Its HOMO-LUMO gap is 9.934 eV. Its SMILES is F/C=C/P. The total energy is -519.687845 a.u. The calculation puts the molar mass at 78.03 g/mol.

XYZ file:
```
8
Properties=species:S:1:pos:R:3:forces:R:3
C 0.2140 0.4975 -0.6418 -0.4 -1.5 0.1
C 0.7039 1.7339 -1.0191 -5.4 -6.0 -0.2
F -0.0898 2.3618 -1.9165 0.0 0.5 -0.4
P 0.4610 -1.4287 0.5374 0.0 3.3 -0.1
H -0.7550 0.0403 -1.0745 1.7 1.9 0.1
H -0.8032 -1.8428 0.0900 -0.4 0.2 0.1
H 1.4481 2.3326 -0.7703 3.6 2.1 1.5
H 0.9550 -2.0990 -0.5329 0.9 -0.5 -1.1
```
Positions in Å, forces in eV/Å.